# 1
Entry from OMol25: 13 unconnected molecules or ions with the total composition C51H87F9O43P4 at a distorted geometry (ωB97M-V/def2-TZVPD).

CARTESIAN COORDINATES (ANGSTROEM)
C (-37.076, -21.581, 26.318)
C (-38.429, -21.964, 26.969)
O (-39.333, -21.507, 25.941)
C (-38.820, -20.422, 25.354)
O (-39.428, -19.590, 24.607)
O (-37.474, -20.384, 25.587)
F (-38.551, -21.354, 28.134)
H (-36.802, -22.373, 25.621)
H (-36.202, -21.509, 26.965)
H (-38.448, -23.041, 27.137)
C (-33.864, -11.952, 26.252)
C (-33.942, -10.451, 26.134)
O (-34.962, -10.388, 25.152)
C (-35.841, -11.411, 25.369)
O (-36.979, -11.435, 24.960)
O (-35.258, -12.296, 26.070)
F (-32.819, -10.046, 25.599)
H (-33.430, -12.337, 27.174)
H (-33.271, -12.446, 25.482)
H (-34.241, -9.883, 27.015)
C (-42.429, -18.270, 10.094)
C (-43.985, -18.463, 10.026)
O (-44.373, -17.142, 10.307)
C (-43.446, -16.546, 11.012)
O (-43.582, -15.465, 11.684)
O (-42.232, -17.217, 10.931)
F (-44.389, -19.303, 10.954)
H (-42.069, -17.898, 9.135)
H (-41.961, -19.237, 10.278)
H (-44.425, -18.796, 9.086)
C (-31.744, -12.148, 20.509)
C (-31.004, -12.289, 19.246)
O (-29.908, -11.497, 19.510)
C (-29.970, -10.967, 20.761)
O (-29.081, -10.244, 21.170)
O (-31.129, -11.198, 21.274)
F (-31.745, -11.566, 18.372)
H (-31.734, -13.066, 21.098)
H (-32.810, -11.937, 20.419)
H (-30.925, -13.310, 18.871)
C (-43.477, -11.880, 19.548)
C (-44.464, -11.694, 18.427)
O (-44.829, -10.361, 18.661)
C (-44.749, -10.098, 20.015)
O (-45.233, -9.244, 20.706)
O (-43.951, -10.973, 20.522)
F (-45.533, -12.517, 18.689)
H (-42.495, -11.591, 19.173)
H (-43.435, -12.911, 19.898)
H (-44.114, -11.870, 17.409)
C (-42.371, -14.534, 25.323)
C (-42.783, -15.636, 26.278)
O (-43.410, -16.492, 25.389)
C (-43.942, -15.834, 24.360)
O (-44.703, -16.273, 23.472)
O (-43.454, -14.597, 24.352)
F (-43.720, -15.162, 27.136)
H (-41.382, -14.727, 24.909)
H (-42.284, -13.560, 25.803)
H (-41.901, -15.975, 26.822)
C (-48.769, -15.108, 14.616)
C (-50.166, -15.661, 14.237)
O (-49.915, -17.049, 14.260)
C (-48.582, -17.280, 14.495)
O (-48.093, -18.390, 14.744)
O (-47.941, -16.185, 14.556)
F (-50.660, -15.246, 13.053)
H (-48.863, -14.525, 15.532)
H (-48.386, -14.482, 13.810)
H (-50.838, -15.388, 15.051)
C (-35.739, -13.815, 6.898)
C (-36.894, -14.310, 6.177)
O (-37.903, -13.410, 6.641)
C (-37.544, -12.970, 7.864)
O (-38.312, -12.428, 8.693)
O (-36.235, -13.258, 8.044)
F (-37.136, -15.615, 6.597)
H (-35.278, -13.041, 6.285)
H (-34.948, -14.524, 7.144)
H (-36.674, -14.405, 5.113)
C (-42.518, -9.248, 13.547)
C (-41.272, -9.736, 14.138)
O (-41.181, -9.022, 15.291)
C (-41.882, -7.908, 15.217)
O (-41.918, -6.952, 16.014)
O (-42.652, -7.981, 14.080)
F (-40.221, -9.523, 13.375)
H (-43.327, -9.901, 13.875)
H (-42.448, -9.333, 12.463)
H (-41.287, -10.785, 14.435)
C (-36.914, -8.699, 18.693)
C (-36.539, -7.310, 19.167)
O (-36.937, -6.395, 18.214)
P (-35.916, -5.651, 17.130)
O (-36.481, -4.376, 16.608)
O (-34.481, -5.541, 17.933)
C (-34.149, -4.517, 18.807)
C (-33.016, -3.671, 18.298)
O (-35.644, -6.765, 16.053)
C (-34.528, -6.633, 15.238)
C (-33.327, -7.331, 15.830)
H (-36.656, -9.407, 19.481)
H (-37.997, -8.701, 18.566)
H (-36.317, -9.007, 17.834)
H (-37.244, -7.104, 19.973)
H (-35.558, -7.210, 19.630)
H (-35.023, -3.881, 18.941)
H (-33.896, -4.912, 19.791)
H (-32.956, -2.785, 18.931)
H (-32.044, -4.165, 18.300)
H (-33.213, -3.380, 17.266)
H (-34.795, -7.160, 14.322)
H (-34.309, -5.572, 15.116)
H (-33.623, -8.253, 16.329)
H (-32.489, -7.501, 15.153)
H (-32.859, -6.746, 16.621)
C (-37.264, -14.276, 14.743)
C (-38.416, -15.135, 14.364)
O (-38.495, -16.172, 15.315)
P (-39.409, -16.025, 16.635)
O (-40.349, -14.837, 16.693)
O (-40.116, -17.508, 16.670)
C (-41.447, -17.725, 16.258)
C (-41.809, -18.838, 17.211)
O (-38.331, -15.945, 17.868)
C (-38.805, -15.657, 19.157)
C (-37.513, -15.682, 20.020)
H (-37.314, -13.913, 15.769)
H (-36.297, -14.759, 14.598)
H (-37.238, -13.438, 14.046)
H (-39.278, -14.482, 14.228)
H (-38.190, -15.542, 13.379)
H (-42.111, -16.872, 16.396)
H (-41.624, -18.149, 15.269)
H (-42.831, -19.198, 17.090)
H (-41.059, -19.627, 17.166)
H (-41.760, -18.499, 18.245)
H (-39.233, -14.657, 19.227)
H (-39.517, -16.353, 19.601)
H (-36.804, -14.941, 19.648)
H (-37.633, -15.318, 21.041)
H (-37.061, -16.673, 20.040)
C (-50.382, -25.828, 25.245)
C (-49.518, -25.292, 24.087)
O (-48.919, -26.479, 23.534)
P (-49.237, -27.043, 22.019)
O (-48.217, -27.973, 21.398)
O (-50.740, -27.540, 22.229)
C (-51.031, -28.937, 22.292)
C (-51.799, -29.309, 21.007)
O (-49.517, -25.698, 21.178)
C (-48.383, -24.957, 20.655)
C (-48.565, -24.833, 19.139)
H (-50.974, -26.593, 24.743)
H (-49.838, -26.363, 26.023)
H (-50.986, -25.136, 25.833)
H (-50.057, -24.689, 23.356)
H (-48.827, -24.677, 24.663)
H (-50.135, -29.555, 22.336)
H (-51.635, -29.156, 23.173)
H (-52.204, -30.312, 21.145)
H (-52.610, -28.617, 20.783)
H (-51.188, -29.234, 20.107)
H (-48.344, -23.979, 21.134)
H (-47.439, -25.476, 20.821)
H (-47.639, -24.326, 18.869)
H (-48.674, -25.751, 18.562)
H (-49.513, -24.342, 18.919)
C (-37.577, -22.275, 19.234)
C (-36.364, -22.539, 20.114)
O (-35.349, -23.079, 19.331)
P (-34.091, -22.201, 18.820)
O (-32.991, -21.938, 19.746)
O (-34.798, -20.869, 18.207)
C (-34.000, -19.895, 17.564)
C (-34.167, -19.951, 16.073)
O (-33.759, -23.081, 17.525)
C (-34.808, -23.610, 16.666)
C (-34.192, -24.283, 15.421)
H (-37.225, -21.690, 18.385)
H (-38.004, -23.204, 18.856)
H (-38.294, -21.646, 19.761)
H (-36.064, -21.687, 20.725)
H (-36.548, -23.247, 20.922)
H (-34.196, -18.874, 17.893)
H (-32.937, -20.002, 17.782)
H (-34.012, -20.953, 15.672)
H (-35.155, -19.628, 15.744)
H (-33.462, -19.276, 15.588)
H (-35.402, -24.374, 17.167)
H (-35.444, -22.792, 16.327)
H (-34.844, -24.675, 14.641)
H (-33.612, -23.512, 14.913)
H (-33.546, -25.108, 15.721)

Values from the calculation:
HOMO-LUMO gap = 0.3725 Ha
Electronic energy = -7495.3214 Eh
Energy relative to the best compared isomer or geometry (same formula, charge and spin) = 424.2 kJ/mol
HOMO level = -10.3 eV
Lowest unoccupied orbital energy = -0.1173 eV

Results of the Löwdin charge analysis, in e, for atoms 1 through 8: -0.0350 -0.3047 0.1331 -0.4820 0.0887 0.0544 0.1070 0.1307



# 2
Entry from OMol25: a molecular structure, C51H89N5O23 at a distorted geometry (ωB97M-V/def2-TZVPD).

CARTESIAN COORDINATES (ANGSTROEM)
C (-4.627, 22.194, -7.356)
C (-5.359, 20.920, -7.016)
O (-4.891, 19.829, -7.185)
N (-6.651, 21.039, -6.600)
C (-7.572, 19.962, -6.224)
H (-3.835, 22.333, -6.620)
H (-5.220, 23.102, -7.246)
H (-4.162, 22.145, -8.340)
H (-7.080, 21.946, -6.714)
H (-8.386, 19.945, -6.949)
H (-8.089, 20.184, -5.290)
H (-7.145, 18.964, -6.316)
C (-5.454, 21.585, -4.001)
C (-5.493, 23.126, -3.644)
O (-6.469, 23.840, -3.819)
N (-4.410, 23.747, -3.158)
C (-3.101, 23.167, -2.858)
H (-4.524, 21.085, -3.733)
H (-5.562, 21.424, -5.074)
H (-6.321, 21.140, -3.513)
H (-4.498, 24.702, -2.843)
H (-2.713, 22.499, -3.627)
H (-3.117, 22.592, -1.932)
H (-2.414, 23.991, -2.666)
C (-2.937, 16.238, -4.897)
C (-3.345, 17.720, -4.833)
O (-2.507, 18.605, -4.730)
N (-4.648, 17.955, -4.813)
C (-5.341, 19.257, -4.695)
H (-3.535, 15.747, -5.665)
H (-3.118, 15.795, -3.917)
H (-1.894, 16.033, -5.139)
H (-5.234, 17.184, -5.099)
H (-4.854, 20.027, -5.293)
H (-5.421, 19.567, -3.653)
H (-6.330, 19.150, -5.141)
C (-5.799, 24.670, -6.314)
C (-4.472, 25.343, -6.075)
O (-3.964, 26.119, -6.894)
N (-3.891, 25.033, -4.991)
C (-2.560, 25.444, -4.691)
H (-6.001, 24.035, -5.451)
H (-5.774, 24.126, -7.258)
H (-6.540, 25.464, -6.400)
H (-4.414, 24.469, -4.337)
H (-2.377, 25.378, -3.618)
H (-2.593, 26.517, -4.878)
H (-1.803, 24.976, -5.320)
C (0.100, 19.664, -5.759)
C (0.080, 18.342, -6.454)
O (0.166, 18.239, -7.663)
N (-0.132, 17.202, -5.765)
C (-0.081, 16.992, -4.348)
H (1.100, 19.931, -5.418)
H (-0.632, 19.764, -4.957)
H (-0.040, 20.526, -6.411)
H (-0.119, 16.328, -6.271)
H (-1.053, 16.627, -4.016)
H (0.181, 17.834, -3.708)
H (0.724, 16.268, -4.225)
O (0.164, 20.611, -11.825)
C (0.642, 20.802, -10.701)
O (1.642, 19.945, -10.163)
C (1.752, 20.193, -8.773)
C (0.555, 21.005, -8.386)
C (0.306, 21.846, -9.665)
H (2.649, 20.767, -8.540)
H (1.937, 19.287, -8.196)
H (0.701, 21.756, -7.610)
H (-0.340, 20.495, -8.032)
H (0.863, 22.753, -9.899)
H (-0.770, 21.988, -9.761)
O (-1.598, 22.637, -8.385)
C (-1.750, 21.948, -7.362)
O (-2.439, 20.808, -7.366)
C (-2.725, 20.417, -6.028)
C (-2.441, 21.686, -5.162)
C (-1.313, 22.276, -5.937)
H (-2.104, 19.577, -5.716)
H (-3.751, 20.048, -6.007)
H (-2.180, 21.303, -4.175)
H (-3.261, 22.403, -5.119)
H (-0.372, 21.777, -5.707)
H (-1.224, 23.324, -5.652)
O (-1.314, 22.858, -11.021)
C (-2.361, 22.265, -11.012)
O (-3.348, 22.577, -11.903)
C (-4.472, 21.774, -11.693)
C (-4.230, 21.157, -10.275)
C (-2.728, 21.107, -10.203)
H (-4.475, 20.928, -12.379)
H (-5.425, 22.302, -11.721)
H (-4.858, 20.273, -10.160)
H (-4.501, 21.776, -9.420)
H (-2.355, 20.237, -10.742)
H (-2.339, 21.097, -9.185)
O (0.670, 21.561, -6.187)
C (1.773, 21.718, -5.677)
O (2.643, 20.704, -5.732)
C (3.948, 21.002, -5.236)
C (3.681, 22.233, -4.457)
C (2.463, 22.916, -5.038)
H (4.665, 21.127, -6.047)
H (4.342, 20.187, -4.629)
H (4.585, 22.831, -4.573)
H (3.535, 21.954, -3.414)
H (2.770, 23.753, -5.665)
H (1.723, 23.230, -4.301)
O (-4.093, 20.399, -2.563)
C (-2.980, 19.876, -2.416)
O (-1.888, 20.582, -2.694)
C (-0.714, 19.734, -2.545)
C (-1.156, 18.622, -1.735)
C (-2.611, 18.454, -2.049)
H (0.162, 20.241, -2.140)
H (-0.517, 19.438, -3.575)
H (-1.134, 18.842, -0.668)
H (-0.605, 17.719, -1.997)
H (-3.211, 18.163, -1.187)
H (-2.832, 17.676, -2.780)
O (-0.938, 17.939, -10.107)
C (-1.907, 18.366, -9.442)
O (-3.162, 18.520, -9.939)
C (-4.128, 18.857, -8.933)
C (-3.419, 18.382, -7.649)
C (-1.966, 18.590, -7.972)
H (-5.177, 18.583, -9.044)
H (-4.109, 19.945, -8.865)
H (-3.641, 17.350, -7.378)
H (-3.824, 18.922, -6.793)
H (-1.505, 17.752, -7.448)
H (-1.583, 19.555, -7.640)
O (1.751, 23.586, -8.879)
C (1.244, 23.987, -7.840)
O (1.969, 24.256, -6.692)
C (1.124, 24.597, -5.578)
C (-0.167, 25.138, -6.230)
C (-0.192, 24.419, -7.617)
H (1.626, 25.363, -4.987)
H (0.886, 23.688, -5.026)
H (-0.060, 26.222, -6.272)
H (-1.088, 25.005, -5.664)
H (-0.391, 25.181, -8.371)
H (-0.825, 23.541, -7.746)
O (-0.865, 23.643, -4.648)
C (-0.232, 23.257, -3.720)
O (0.613, 24.045, -3.098)
C (1.362, 23.344, -2.156)
C (1.102, 21.880, -2.415)
C (-0.209, 21.859, -3.086)
H (1.084, 23.525, -1.117)
H (2.409, 23.640, -2.079)
H (1.138, 21.288, -1.501)
H (1.924, 21.514, -3.030)
H (-1.034, 21.621, -2.414)
H (-0.278, 21.137, -3.900)
O (-4.707, 27.127, -10.733)
C (-4.131, 26.157, -10.170)
O (-4.803, 25.290, -9.411)
C (-3.883, 24.291, -8.846)
C (-2.512, 24.862, -9.031)
C (-2.685, 25.718, -10.284)
H (-3.995, 23.420, -9.492)
H (-4.076, 23.989, -7.816)
H (-1.829, 24.016, -9.114)
H (-2.221, 25.464, -8.171)
H (-2.593, 25.126, -11.194)
H (-1.977, 26.544, -10.228)

Values from the calculation:
HOMO-LUMO gap = 0.2690 Ha
Electronic energy = -3999.2305 Eh
Energy relative to the best compared isomer or geometry (same formula, charge and spin) = 4456.1 kJ/mol
HOMO level = -8.0 eV
Lowest unoccupied orbital energy = -0.6371 eV

Results of the Löwdin charge analysis, in e, for atoms 1 through 8: 0.0176 -0.4472 -0.1339 0.0423 -0.0605 0.0999 0.0267 0.0518



Q: Which value of energy relative to the best compared isomer or geometry (same formula, charge and spin) does entry 1 give?
A: 424.2 kJ/mol



Q: Look up the electronic energy of the second one.
A: -3999.2305 Eh



Q: Among the records above, which one has the lowest lowest unoccupied orbital energy?
A: C51H89N5O23



Q: Which value of energy relative to the best compared isomer or geometry (same formula, charge and spin) does entry 2 give?
A: 4456.1 kJ/mol